(1)
Formula: C26H18BrMgN4SSe2
Source: OMol25
Level of theory: ωB97M-V/def2-TZVPD

```
53
C26H18BrMgN4SSe2 | OMol25 | ωB97M-V/def2-TZVPD
Mg 0.00 1.62 -0.06
Br 0.86 0.41 2.67
C 2.65 0.97 2.32
C 3.50 0.95 3.39
C 4.86 1.26 3.20
C 5.32 1.54 1.95
C 4.44 1.56 0.84
C 4.95 1.82 -0.46
C 4.10 1.86 -1.53
C 2.71 1.67 -1.34
C 2.13 1.41 -0.11
C 3.04 1.31 0.99
H 3.13 0.68 4.37
H 5.54 1.25 4.05
H 6.37 1.75 1.78
H 6.01 2.00 -0.58
H 4.49 2.04 -2.52
H 2.07 1.77 -2.21
S -3.46 -4.08 -0.57
C -2.48 -2.62 -0.37
C -1.09 -2.59 -0.41
C -0.46 -1.37 -0.28
N -1.12 -0.22 -0.11
C -2.45 -0.25 -0.10
C -3.17 -1.42 -0.21
C -2.32 -5.38 -0.14
C -1.91 -6.30 -1.09
C -1.07 -7.32 -0.70
N -0.61 -7.47 0.54
C -1.00 -6.57 1.44
C -1.86 -5.52 1.16
H -0.51 -3.49 -0.56
H 0.62 -1.30 -0.32
H -2.94 0.70 0.03
H -4.25 -1.40 -0.18
H -2.24 -6.21 -2.12
H -0.73 -8.06 -1.42
H -0.62 -6.70 2.45
H -2.15 -4.82 1.93
Se -0.87 2.24 -2.59
C -0.31 0.56 -3.12
N 0.03 -0.50 -3.42
Se -1.51 3.06 1.53
C -2.22 4.23 0.19
C -3.59 4.37 -0.01
C -4.07 5.23 -0.98
N -3.30 5.97 -1.78
C -1.98 5.84 -1.59
C -1.41 5.01 -0.64
H -4.29 3.80 0.60
H -5.14 5.33 -1.13
H -1.35 6.43 -2.24
H -0.33 4.97 -0.54
```

Output
- frontier orbital gap (eV) = 6.9
- charge = -1
- highest occupied orbital energy (eV) = -5.0
- E (eV) = -250234.406

natural (NBO) atomic charge list, values in e, 5 entries:
1 Mg 1.5984
2 Br 0.0285
3 C -0.0556
4 C -0.2690
5 C -0.2237



(2)
Formula: C38H34N3O3P2V
Source: OMol25
Level of theory: ωB97M-V/def2-TZVPD

```
81
C38H34N3O3P2V | OMol25 | ωB97M-V/def2-TZVPD
V 0.59 0.83 0.11
O 2.74 2.11 2.44
N 2.93 0.91 1.81
C 4.07 0.71 1.29
C 4.46 -0.58 0.68
C 5.83 -0.80 0.56
C 6.32 -2.03 0.15
C 5.44 -3.07 -0.13
C 4.07 -2.85 -0.05
C 3.57 -1.61 0.34
P 1.78 -1.42 0.31
C 1.24 -2.14 -1.26
C 0.71 -3.41 -1.50
C 0.32 -3.76 -2.79
C 0.46 -2.87 -3.84
C 1.01 -1.62 -3.62
C 1.39 -1.26 -2.33
C 1.14 -2.29 1.78
C 1.69 -1.91 3.01
C 1.24 -2.49 4.19
C 0.24 -3.46 4.15
C -0.31 -3.83 2.94
C 0.13 -3.26 1.76
H 3.55 2.65 2.37
H 4.85 1.47 1.36
H 6.52 -0.01 0.81
H 7.38 -2.19 0.06
H 5.81 -4.04 -0.43
H 3.39 -3.66 -0.30
H 0.62 -4.14 -0.71
H -0.09 -4.75 -2.97
H 0.16 -3.16 -4.84
H 1.14 -0.93 -4.44
H 1.84 -0.28 -2.18
H 2.48 -1.18 3.05
H 1.68 -2.20 5.13
H -0.10 -3.92 5.07
H -1.09 -4.58 2.91
H -0.34 -3.55 0.83
O 2.38 4.21 -0.86
C 1.42 3.65 -0.48
O 1.52 2.29 -0.11
C 0.00 4.14 -0.32
P -1.13 2.69 -0.27
C -1.48 2.27 -2.00
C -2.76 1.86 -2.39
C -2.98 1.40 -3.68
C -1.93 1.34 -4.58
C -0.65 1.73 -4.20
C -0.43 2.19 -2.91
C -2.65 3.24 0.49
C -3.01 2.79 1.76
C -4.16 3.27 2.37
C -4.95 4.21 1.71
C -4.59 4.67 0.45
C -3.45 4.19 -0.16
H -0.23 4.84 -1.12
H -0.08 4.67 0.63
H -3.58 1.91 -1.69
H -3.97 1.11 -3.98
H -2.11 0.99 -5.59
H 0.16 1.71 -4.91
H 0.57 2.52 -2.65
H -2.39 2.07 2.28
H -4.44 2.93 3.36
H -5.84 4.59 2.19
H -5.20 5.40 -0.05
H -3.17 4.55 -1.15
N -1.13 -0.13 2.75
C -1.76 -0.59 1.63
C -3.01 -1.22 1.70
C -3.61 -1.66 0.55
C -2.98 -1.47 -0.68
C -1.77 -0.84 -0.69
N -1.16 -0.39 0.44
H -1.51 -0.44 3.63
H -0.13 -0.12 2.75
H -3.46 -1.37 2.67
H -4.58 -2.15 0.61
H -3.42 -1.81 -1.61
H -1.24 -0.66 -1.62
```

Output
- ⟨S²⟩ = 2.03
- frontier orbital gap (alpha / beta) (eV) = 7.5 / 8.1
- 2S+1 = 3
- charge = +2
- highest occupied orbital energy (alpha / beta) (eV) = -14.0 / -14.0
- E (eV) = -94822.613

Mulliken atomic charge list, values in e, 5 entries:
1 V 0.8637
2 O -0.4509
3 N 0.2466
4 C -0.2135
5 C 0.6937



(3)
Formula: C11H28NO9P2
Source: OMol25
Level of theory: ωB97M-V/def2-TZVPD

```
51
C11H28NO9P2 | OMol25 | ωB97M-V/def2-TZVPD
C -3.75 3.48 -5.99
C -3.65 2.35 -5.02
N -2.31 1.81 -4.48
C -2.10 2.61 -3.21
O -1.61 1.85 -2.06
C -2.54 0.80 -1.63
C -1.60 -0.53 -1.25
H -4.21 4.54 -5.75
H -3.32 3.27 -7.08
H -4.69 1.88 -4.67
H -3.10 3.22 -2.99
H -1.26 3.41 -3.46
H -3.18 1.07 -0.68
H -3.29 0.43 -2.45
H -0.88 -0.16 -0.40
H -1.00 -0.76 -2.23
H -2.23 -1.47 -0.99
C -0.44 0.84 5.32
O 0.18 0.28 4.18
P -0.16 1.12 2.70
O -0.56 -0.20 2.04
O 1.46 1.35 2.49
C 2.11 2.23 3.38
O -0.49 1.95 1.22
C -0.06 3.30 1.12
H -1.00 0.06 5.84
H 0.33 1.23 5.98
H -1.12 1.65 5.05
H 2.59 1.66 4.17
H 1.41 2.95 3.81
H 2.88 2.79 2.83
H 0.99 3.32 0.82
H -0.19 3.82 2.07
H -0.65 3.80 0.35
C 1.98 -2.31 2.31
O 2.98 -3.17 1.79
P 2.38 -4.36 0.69
O 3.10 -5.46 1.48
O 3.41 -3.78 -0.46
C 3.13 -2.50 -0.99
O 1.78 -5.56 -0.41
C 1.19 -5.10 -1.61
H 2.05 -2.31 3.40
H 2.17 -1.30 1.94
H 0.98 -2.62 2.01
H 3.75 -1.76 -0.47
H 2.07 -2.24 -0.87
H 3.38 -2.49 -2.05
H 1.96 -4.90 -2.35
H 0.59 -4.20 -1.42
H 0.54 -5.88 -2.00
```

Output
- frontier orbital gap (eV) = 1.9
- charge = -1
- highest occupied orbital energy (eV) = -2.8
- E (eV) = -50344.240

natural (NBO) atomic charge list, values in e, 5 entries:
1 C -0.6611
2 C 0.0737
3 N -0.7236
4 C 0.0645
5 O -0.5806



(4)
Formula: C19H22NO10
Source: OMol25
Level of theory: ωB97M-V/def2-TZVPD

```
52
C19H22NO10 | OMol25 | ωB97M-V/def2-TZVPD
O -1.87 -1.29 0.94
C -0.80 -1.41 1.48
O -0.62 -0.85 2.71
C 0.30 -2.23 0.81
C 1.28 -1.39 -0.03
C 2.47 -0.86 0.76
O 2.95 -1.52 1.65
O 3.02 0.34 0.41
C 2.35 1.36 1.22
C 3.26 2.55 1.57
O 3.04 3.11 2.68
O 4.16 2.88 0.79
C 1.07 1.78 0.51
C 1.14 2.03 -0.84
C -0.02 2.40 -1.47
C -1.19 2.49 -0.73
C -1.12 2.19 0.60
N -0.02 1.85 1.26
H 0.19 -0.32 2.69
H -0.21 -2.90 0.12
H 0.82 -2.84 1.56
H 1.69 -2.03 -0.82
H 0.70 -0.62 -0.54
H 2.04 0.86 2.14
H 2.03 1.94 -1.43
H -0.05 2.63 -2.53
H -2.12 2.76 -1.21
H -2.04 2.23 1.17
O 1.18 -2.35 -2.62
C 1.77 -2.23 -3.66
O 2.58 -1.19 -3.92
C 3.06 -1.27 -5.28
C 2.93 -2.73 -5.66
C 1.71 -3.16 -4.85
H 2.45 -0.62 -5.90
H 4.09 -0.92 -5.31
H 2.83 -2.89 -6.73
H 3.80 -3.29 -5.32
H 0.77 -2.98 -5.39
H 1.76 -4.20 -4.54
O -4.02 3.66 3.58
C -4.18 2.48 3.50
O -4.51 1.84 2.35
C -4.74 0.45 2.61
C -4.01 0.15 3.90
C -4.11 1.48 4.65
H -5.82 0.29 2.70
H -4.36 -0.15 1.79
H -4.42 -0.69 4.45
H -2.96 -0.07 3.68
H -5.02 1.55 5.24
H -3.24 1.67 5.27
```

Output
- frontier orbital gap (eV) = 6.5
- charge = -1
- highest occupied orbital energy (eV) = -4.4
- E (eV) = -42026.969

natural (NBO) atomic charge list, values in e, 5 entries:
1 O -0.5888
2 C 0.8062
3 O -0.7146
4 C -0.5152
5 C -0.5379



(5)
Formula: C27H32Cl4N5O3RuSSi2
Source: OMol25
Level of theory: ωB97M-V/def2-TZVPD

```
75
C27H32Cl4N5O3RuSSi2 | OMol25 | ωB97M-V/def2-TZVPD
Ru 0.31 -0.17 0.52
Cl 1.19 -5.93 4.19
C 1.44 -4.41 3.35
C 2.75 -3.87 3.28
Cl 4.14 -4.77 3.91
C 2.98 -2.57 2.74
Cl 4.60 -2.06 2.42
C 1.91 -1.80 2.21
O 2.11 -0.81 1.33
C 0.53 -2.27 2.52
O -0.44 -1.50 2.17
C 0.38 -3.54 3.01
Cl -1.29 -4.24 3.01
C 1.68 -3.00 -0.95
Si 0.47 -1.63 -1.48
C 1.14 -1.11 -3.11
C -1.16 -2.25 -1.75
C -1.50 -3.62 -2.00
C -2.74 -4.03 -1.97
C -3.81 -3.12 -1.84
C -3.52 -1.80 -1.40
C -2.19 -1.45 -1.32
Si -1.66 0.38 -0.91
C -3.05 1.24 -0.06
C -1.37 1.11 -2.62
H 1.99 -3.47 -1.92
H 1.15 -3.71 -0.20
H 2.62 -2.78 -0.33
H 0.70 -0.61 -3.99
H 1.43 -2.13 -3.50
H 2.21 -0.49 -2.87
H -0.75 -4.51 -2.11
H -3.14 -5.16 -1.98
H -4.86 -3.46 -1.95
H -4.36 -1.16 -1.09
H -3.36 0.98 0.95
H -3.92 1.29 -0.88
H -2.63 2.23 -0.07
H -2.13 1.90 -2.83
H -1.21 0.70 -3.62
H -0.41 1.66 -2.32
C 3.06 1.97 -2.08
N 3.92 1.48 -1.08
C 3.84 2.31 0.10
C 4.60 0.28 -1.28
O 4.54 -0.40 -2.27
H 2.13 2.43 -1.83
H 2.89 1.24 -2.83
H 3.46 2.78 -2.80
H 3.88 3.34 -0.09
H 4.63 2.07 0.81
H 2.95 2.13 0.67
H 5.29 -0.04 -0.42
N -2.98 -1.23 3.46
C -4.17 -1.38 2.75
C -5.25 -0.83 3.40
N -4.73 -0.19 4.47
C -3.43 -0.47 4.56
H -1.99 -1.43 3.22
H -4.17 -1.86 1.74
H -6.18 -0.61 2.98
H -2.84 -0.14 5.42
C -0.94 5.58 -1.80
C 0.07 4.93 -0.81
C 1.09 5.89 -0.44
C 1.68 5.40 0.64
N 1.47 4.11 1.17
C 0.51 3.33 0.60
S 0.53 1.86 1.64
N -0.17 3.67 -0.43
H -1.85 5.50 -1.21
H -1.16 5.00 -2.72
H -0.76 6.51 -2.21
H 1.26 6.85 -0.92
H 2.57 5.87 1.03
```

Output
- ⟨S²⟩ = 8.78
- frontier orbital gap (alpha / beta) (eV) = 2.1 / 6.3
- 2S+1 = 6
- charge = -2
- highest occupied orbital energy (alpha / beta) (eV) = 1.9 / -2.4
- E (eV) = -121368.826

Mulliken atomic charge list, values in e, 5 entries:
1 Ru 1.4601
2 Cl -0.2410
3 C -0.3237
4 C 0.4121
5 Cl -0.2424



(6)
Formula: C23H49AsBF6MoO2Se4Si4Te2
Source: OMol25
Level of theory: ωB97M-V/def2-TZVPD

```
93
C23H49AsBF6MoO2Se4Si4Te2 | OMol25 | ωB97M-V/def2-TZVPD
Mo -0.72 0.76 0.25
Se -0.14 3.27 0.66
Te -0.66 2.65 -1.73
Te -3.02 3.76 -2.09
Se -3.37 1.02 0.57
C 0.13 1.63 3.77
Se -0.80 0.32 2.67
C 0.36 -1.26 3.00
C 1.40 -1.45 1.93
Se 0.68 -1.28 0.07
C 2.44 -1.37 -0.76
H 0.11 1.27 4.80
H -0.44 2.56 3.69
H 1.15 1.77 3.42
H -0.33 -2.11 3.05
H 0.82 -1.10 3.98
H 1.85 -2.45 1.98
H 2.19 -0.69 2.01
H 2.75 -2.42 -0.71
H 3.16 -0.74 -0.24
H 2.36 -1.07 -1.81
C 7.55 2.79 1.45
C 7.23 1.39 0.91
C 8.28 1.02 -0.16
C 7.35 0.35 2.03
C 5.82 1.45 0.35
C 5.58 1.56 -1.02
C 4.32 1.74 -1.55
C 3.28 1.83 -0.66
O 1.96 2.02 -0.90
B 1.32 2.00 0.35
O 2.28 1.77 1.37
C 3.48 1.69 0.72
C 4.74 1.49 1.24
H 8.55 2.81 1.89
H 6.83 3.09 2.21
H 7.52 3.51 0.64
H 9.25 0.93 0.31
H 8.36 1.79 -0.92
H 8.04 0.08 -0.63
H 8.39 0.26 2.35
H 7.01 -0.62 1.69
H 6.77 0.63 2.91
H 6.41 1.52 -1.71
H 4.15 1.83 -2.62
H 4.87 1.40 2.30
C -4.80 -3.64 0.92
Si -3.21 -2.72 1.45
C -3.51 -2.08 3.23
C -1.80 -4.02 1.44
Si -2.41 -1.05 -0.11
Si -5.94 1.46 0.29
C -6.40 -0.39 0.07
C -6.20 2.23 2.03
C -6.51 2.55 -1.16
Si -2.69 -1.60 -2.49
C -4.13 -2.83 -2.74
C -3.08 0.02 -3.39
C -1.08 -2.53 -2.90
H -4.74 -4.68 1.22
H -4.94 -3.63 -0.16
H -5.69 -3.23 1.38
H -3.36 -2.85 3.98
H -4.52 -1.69 3.34
H -2.84 -1.25 3.47
H -1.74 -4.58 2.37
H -0.82 -3.57 1.28
H -1.95 -4.74 0.64
H -6.07 -0.97 0.93
H -5.88 -0.78 -0.80
H -7.47 -0.53 -0.06
H -5.57 1.72 2.76
H -7.23 2.18 2.36
H -5.90 3.27 2.01
H -6.41 2.03 -2.11
H -5.92 3.46 -1.24
H -7.56 2.82 -1.03
H -5.09 -2.41 -2.45
H -3.98 -3.76 -2.20
H -4.20 -3.09 -3.80
H -4.13 0.14 -3.63
H -2.52 0.10 -4.32
H -2.79 0.87 -2.77
H -1.08 -3.55 -2.51
H -0.21 -2.02 -2.47
H -0.91 -2.58 -3.97
F 0.51 0.25 -2.67
As 0.89 0.95 -4.33
F 2.44 0.13 -4.19
F 0.14 -0.48 -4.97
F 1.22 1.56 -5.89
F -0.69 1.75 -4.30
F 1.58 2.37 -3.59
```

Output
- ⟨S²⟩ = 0.81
- frontier orbital gap (alpha / beta) (eV) = 4.6 / 4.3
- 2S+1 = 2
- highest occupied orbital energy (alpha / beta) (eV) = -7.0 / -6.8
- E (eV) = -415906.261

Mulliken atomic charge list, values in e, 5 entries:
1 Mo -1.6495
2 Se -0.5576
3 Te 0.3039
4 Te -0.2495
5 Se -0.2833



(7)
Formula: C6H14N2
Source: OMol25
Level of theory: ωB97M-V/def2-TZVPD

```
22
C6H14N2 | OMol25 | ωB97M-V/def2-TZVPD
N -0.97 -1.17 -2.92
C -0.71 0.14 -2.33
C -0.86 0.16 -0.83
N 0.45 0.09 -0.11
C 0.55 -1.01 0.80
C 0.82 -0.49 2.25
C 0.51 1.00 2.17
C 0.73 1.36 0.65
H -1.38 -1.87 -2.33
H -0.39 -1.55 -3.64
H 0.29 0.47 -2.71
H -1.37 0.86 -2.79
H -1.54 0.92 -0.41
H -1.46 -0.66 -0.44
H -0.37 -1.59 0.90
H 1.15 -1.86 0.39
H 0.26 -1.06 2.99
H 1.88 -0.57 2.45
H 1.11 1.65 2.81
H -0.50 1.28 2.43
H 0.07 2.16 0.30
H 1.73 1.73 0.36
```

Output
- frontier orbital gap (eV) = 9.4
- highest occupied orbital energy (eV) = -8.3
- E (eV) = -9427.795
- SMILES = NCCN1CCCC1

natural (NBO) atomic charge list, values in e, 5 entries:
1 N -0.8748
2 C -0.2256
3 C -0.2379
4 N -0.4485
5 C -0.2187



(8)
Formula: H16O8
Source: OMol25
Level of theory: ωB97M-V/def2-TZVPD

```
24
H16O8 | OMol25 | ωB97M-V/def2-TZVPD
O -1.31 -2.77 -1.23
H -2.27 -2.73 -1.24
H -1.04 -2.00 -1.74
O 2.12 -1.98 -0.89
H 2.35 -1.65 -0.02
H 1.18 -1.82 -0.97
O -3.24 -0.36 -1.78
H -4.07 -0.83 -1.76
H -2.85 -0.58 -2.63
O -0.07 -0.10 -1.05
H -0.75 -0.01 -0.39
H 0.74 0.14 -0.61
O 2.50 0.39 1.90
H 2.41 0.66 0.99
H 2.58 1.21 2.39
O 2.76 1.83 -0.56
H 2.12 2.52 -0.75
H 3.08 1.57 -1.43
O -1.81 2.25 1.62
H -2.19 2.09 0.76
H -2.52 2.04 2.23
O -0.16 -0.26 2.36
H -0.31 0.60 2.74
H 0.75 -0.23 2.05
```

Output
- frontier orbital gap (eV) = 10.9
- highest occupied orbital energy (eV) = -10.8
- E (eV) = -16639.826
- SMILES = O.O.O.O.O.O.O.O

natural (NBO) atomic charge list, values in e, 5 entries:
1 O -0.9400
2 H 0.4643
3 H 0.4737
4 O -0.9495
5 H 0.4625



| no. | molar mass (g/mol) |
| --- | --- |
| 1 | 680.65 |
| 2 | 693.60 |
| 3 | 380.29 |
| 4 | 424.38 |
| 5 | 805.71 |
| 6 | 1336.69 |
| 7 | 114.19 |
| 8 | 144.12 |